ORCA calculation (ωB97M-V/def2-TZVPD) on a molecular structure, C30H30AsBaF6N2O5P2.

Calculated values
LUMO energy (alpha / beta) (eV): 0.2 / -2.4
2S+1: 2
HOMO energy (alpha / beta) (Eh): -0.3235 / -0.3237
Gap between HOMO and LUMO (alpha / beta) (Eh): 0.332 / 0.237
Energy (eV): -141237.154

Element x y z (Å)
Ba  1.465  -0.157  -1.887
O  1.867  -3.029  -2.234
C  2.726  -3.807  -1.413
C  4.019  -3.126  -0.974
N  3.966  -2.203  0.165
C  4.868  -1.184  0.259
C  4.177  0.503  0.240
O  4.511  1.097  1.224
O  3.558  0.721  -0.796
C  3.143  -2.558  1.308
C  1.615  -2.359  1.079
O  0.867  -3.087  1.711
O  1.325  -1.446  0.248
H  2.184  -3.061  -3.146
H  3.018  -4.711  -1.951
H  2.142  -4.123  -0.549
H  4.480  -2.608  -1.816
H  4.700  -3.932  -0.670
H  5.551  -1.143  -0.586
H  5.352  -1.112  1.229
H  3.439  -1.928  2.148
H  3.312  -3.604  1.572
N  -1.390  1.079  0.305
P  -1.797  0.078  -1.006
C  -3.166  1.018  -1.760
C  -4.121  0.356  -2.532
C  -5.110  1.072  -3.188
C  -5.155  2.456  -3.082
C  -4.206  3.121  -2.321
C  -3.213  2.406  -1.665
C  -2.658  -1.304  -0.199
C  -3.876  -1.135  0.462
C  -4.433  -2.184  1.172
C  -3.776  -3.409  1.230
C  -2.566  -3.584  0.579
C  -2.008  -2.533  -0.137
P  0.178  1.546  0.805
C  -0.191  3.274  1.277
C  -0.961  3.577  2.400
C  -1.303  4.890  2.684
C  -0.868  5.915  1.853
C  -0.091  5.625  0.742
C  0.248  4.308  0.456
C  0.362  0.752  2.431
C  -0.471  -0.276  2.857
C  -0.256  -0.880  4.089
C  0.791  -0.467  4.895
C  1.641  0.547  4.464
C  1.431  1.149  3.235
H  -2.132  1.224  0.986
H  -4.095  -0.724  -2.614
H  -5.848  0.549  -3.782
H  -5.929  3.014  -3.593
H  -4.237  4.199  -2.234
H  -2.476  2.929  -1.067
H  -4.395  -0.184  0.407
H  -5.379  -2.050  1.682
H  -4.210  -4.227  1.792
H  -2.042  -4.527  0.642
H  -1.045  -2.659  -0.616
H  -1.283  2.781  3.062
H  -1.901  5.115  3.558
H  -1.129  6.940  2.078
H  0.258  6.424  0.101
H  0.863  4.082  -0.407
H  -1.262  -0.641  2.214
H  -0.900  -1.691  4.404
H  0.957  -0.941  5.854
H  2.469  0.864  5.085
H  2.105  1.930  2.896
F  0.901  -1.057  -4.320
As  2.343  -0.409  -5.160
F  2.024  1.116  -4.332
F  3.311  -0.866  -3.723
F  3.741  0.238  -5.888
F  2.633  -1.988  -5.767
F  1.336  0.022  -6.465